(a)
DFT (ωB97M-V with the def2-TZVPD basis set) results for a 2-piece molecular cluster, Br2ClHNP overall.

Output
LUMO energy (spin up / spin down) ... -2.87 / -3.19 eV
HOMO-LUMO gap (spin up / spin down) ... 0.270 / 0.237 Eh

Structure (ORCA input):
```
! RIJCOSX wB97M-V def2-TZVPD def2/J DEFGRID3
* xyz 0 1
N -1.493 0.353 0.163
P -0.014 -0.080 0.139
Cl 0.653 -0.222 1.973
Br 2.466 1.667 -0.723
Br 0.451 -2.020 -0.886
H -2.063 0.302 -0.666
*
```

---

(b)
DFT (ωB97M-V with the def2-TZVPD basis set) results for a 2-piece molecular cluster, Br2ClHNP overall.

Output
LUMO energy (spin up / spin down) ... -2.50 / -3.69 eV
HOMO-LUMO gap (spin up / spin down) ... 0.294 / 0.205 Eh

Structure (ORCA input):
```
! RIJCOSX wB97M-V def2-TZVPD def2/J DEFGRID3
* xyz 0 1
N 0.359 -0.717 -0.393
P -0.704 0.301 0.088
Cl -1.212 1.389 -1.486
Br 3.459 1.047 0.745
Br -2.672 -0.626 0.820
H 0.771 -1.395 0.226
*
```

---

Stability verdict: (a), ahead by 15.8 kcal/mol

---

(a)
DFT (ωB97M-V with the def2-TZVPD basis set) results for one molecule with the formula C2H5NO2S.

Output
Structure (SMILES) ... COC(=O)SN
LUMO energy ... 0.49 eV
HOMO-LUMO gap ... 0.365 Eh

Structure (ORCA input):
```
! RIJCOSX wB97M-V def2-TZVPD def2/J DEFGRID3
* xyz 0 1
C -0.001 1.076 1.904
O -0.688 0.297 0.978
C 0.080 -0.047 -0.093
O 1.290 -0.063 -0.055
S -1.060 -0.520 -1.362
N 0.041 -1.433 -2.329
H 0.911 0.720 2.135
H -0.695 1.326 2.751
H 0.142 2.231 1.581
H 0.081 -2.454 -2.158
H -0.102 -1.132 -3.352
*
```

---

(b)
DFT (ωB97M-V with the def2-TZVPD basis set) results for a 2-piece molecular cluster, C2H5NO2S overall.

Output
LUMO energy ... -0.45 eV
HOMO-LUMO gap ... 0.318 Eh

Structure (ORCA input):
```
! RIJCOSX wB97M-V def2-TZVPD def2/J DEFGRID3
* xyz 0 1
C 1.759 -0.077 -0.039
C -0.436 0.003 -0.195
H 2.691 -0.696 0.086
H 2.070 0.526 0.950
H 1.932 0.496 -1.085
H -1.683 -1.452 0.799
H -2.377 0.978 0.078
N -1.497 -0.736 -0.414
O 0.533 -0.762 -0.096
O -2.712 0.116 0.039
S -0.279 1.602 -0.122
*
```

---

Stability verdict: (a), ahead by 106.7 kcal/mol

---

(a)
DFT (ωB97M-V with the def2-TZVPD basis set) results for a 2-piece molecular cluster, C2H5NO2S overall.

Output
LUMO energy (spin up / spin down) ... -1.49 / -0.28 eV
HOMO-LUMO gap (spin up / spin down) ... 0.273 / 0.300 Eh

Structure (ORCA input):
```
! RIJCOSX wB97M-V def2-TZVPD def2/J DEFGRID3
* xyz 0 1
C 0.226 -0.764 0.930
C 0.024 0.968 -1.162
N -1.401 0.857 -0.938
O -1.857 1.554 -0.013
O -1.979 -0.014 -1.548
S 0.663 2.385 -0.639
H -0.442 -1.599 0.599
H -0.282 0.085 1.286
H 1.215 -0.904 1.019
H 0.439 0.337 -1.965
H -0.578 2.532 -0.058
*
```

---

(b)
DFT (ωB97M-V with the def2-TZVPD basis set) results for C2H5NO2S as an isolated structure.

Output
LUMO energy ... 0.31 eV
HOMO-LUMO gap ... 0.377 Eh

Structure (ORCA input):
```
! RIJCOSX wB97M-V def2-TZVPD def2/J DEFGRID3
* xyz 0 1
C -0.812 -0.617 0.119
C -1.276 0.748 -0.194
N 0.307 -1.033 -0.296
O 1.688 1.349 0.338
O 2.910 -0.755 0.437
S 2.180 0.192 -0.376
H -1.471 -1.227 0.744
H -0.772 1.130 -1.076
H -1.000 1.400 0.637
H -2.356 0.777 -0.314
H 0.603 -1.963 -0.019
*
```

---

Stability verdict: (b), ahead by 135.7 kcal/mol

---

(a)
DFT (ωB97M-V with the def2-TZVPD basis set) results for a 2-piece molecular cluster, C2H4N4S overall.

Output
LUMO energy ... -0.91 eV
HOMO-LUMO gap ... 0.318 Eh

Structure (ORCA input):
```
! RIJCOSX wB97M-V def2-TZVPD def2/J DEFGRID3
* xyz 0 1
C 0.212 -1.398 1.529
C 0.621 -1.009 0.272
N -0.386 -0.336 2.115
N -0.374 0.663 1.301
N 0.238 0.277 0.221
N 0.191 1.428 -1.320
S -1.275 1.457 -1.983
H 0.294 -2.335 2.037
H 1.137 -1.489 -0.529
H 0.355 2.250 -0.747
H -1.014 0.492 -2.895
*
```

---

(b)
DFT (ωB97M-V with the def2-TZVPD basis set) results for one molecule with the formula C2H4N4S.

Output
Structure (SMILES) ... Nn1ncnc1S
LUMO energy ... 0.71 eV
HOMO-LUMO gap ... 0.356 Eh

Structure (ORCA input):
```
! RIJCOSX wB97M-V def2-TZVPD def2/J DEFGRID3
* xyz 0 1
N 0.261 1.657 -0.046
N -0.167 0.324 -0.031
N -1.434 -0.065 0.097
C -1.353 -1.371 -0.014
N -0.080 -1.871 -0.025
C 0.642 -0.765 -0.049
S 2.373 -0.676 0.014
H -0.153 2.014 0.827
H -0.281 2.140 -0.791
H -2.212 -2.022 -0.076
H 2.404 0.635 0.093
*
```

---

Stability verdict: (b), ahead by 68.5 kcal/mol

---

(a)
DFT (ωB97M-V with the def2-TZVPD basis set) results for a 2-piece molecular cluster, C2H4N4S overall.

Output
LUMO energy (spin up / spin down) ... -1.18 / -2.24 eV
HOMO-LUMO gap (spin up / spin down) ... 0.292 / 0.237 Eh

Structure (ORCA input):
```
! RIJCOSX wB97M-V def2-TZVPD def2/J DEFGRID3
* xyz 0 1
C 1.484 0.189 -0.010
C -0.885 0.522 -0.184
N 0.180 0.298 0.360
N 1.845 0.657 -1.128
N -1.974 0.434 -0.697
N -3.072 0.889 -1.060
S 0.710 -1.479 2.369
H 2.144 -0.152 0.716
H 2.843 0.611 -1.302
H 0.054 -2.575 2.897
H -3.328 0.606 -1.962
*
```

---

(b)
DFT (ωB97M-V with the def2-TZVPD basis set) results for a 2-piece molecular cluster, C2H4N4S overall.

Output
LUMO energy ... 0.57 eV
HOMO-LUMO gap ... 0.316 Eh

Structure (ORCA input):
```
! RIJCOSX wB97M-V def2-TZVPD def2/J DEFGRID3
* xyz 0 1
C -0.494 1.394 -0.018
C 0.902 -1.130 -0.039
N -1.418 0.674 -0.034
N 1.792 -0.400 -0.111
N 0.652 2.007 0.071
N -0.037 -2.038 -0.021
S -2.682 -0.266 0.016
H 0.762 2.868 -0.448
H 1.457 1.356 0.056
H 0.065 -2.762 0.675
H -1.000 -1.703 -0.147
*
```

---

Stability verdict: (b), ahead by 86.2 kcal/mol

---

(a)
DFT (ωB97M-V with the def2-TZVPD basis set) results for one molecule with the formula CH6N4.

Output
Structure (SMILES) ... [H]/N=C(\N)NN
LUMO energy ... 0.63 eV
HOMO-LUMO gap ... 0.356 Eh

Structure (ORCA input):
```
! RIJCOSX wB97M-V def2-TZVPD def2/J DEFGRID3
* xyz 0 1
H -0.729 1.351 1.823
N -0.096 1.555 0.920
C -0.207 0.439 0.404
N -0.792 -0.708 0.759
N 0.154 0.151 -0.900
N 1.005 -0.943 -1.206
H -0.912 -1.639 0.220
H -1.417 -0.942 1.696
H 0.414 1.008 -1.693
H 0.387 -1.808 -1.251
H 1.593 -0.997 -0.227
*
```

---

(b)
DFT (ωB97M-V with the def2-TZVPD basis set) results for one molecule with the formula CH6N4.

Output
Structure (SMILES) ... [H]/N=N/N(C)N
LUMO energy (spin up / spin down) ... 0.56 / 0.56 eV
HOMO-LUMO gap (spin up / spin down) ... 0.341 / 0.341 Eh

Structure (ORCA input):
```
! RIJCOSX wB97M-V def2-TZVPD def2/J DEFGRID3
* xyz 0 1
H -1.556 -0.379 -2.356
N -1.452 0.020 -1.416
N 0.006 -0.187 -1.263
N 0.336 -0.155 0.022
C -0.589 0.230 1.025
N 1.695 -0.143 0.317
H -1.491 0.754 0.450
H -1.157 -0.611 1.494
H -0.124 0.899 1.808
H 2.184 -1.038 0.184
H 2.149 0.610 -0.265
*
```

---

(c)
DFT (ωB97M-V with the def2-TZVPD basis set) results for one molecule with the formula CH6N4.

Output
LUMO energy (spin up / spin down) ... 0.77 / 1.17 eV
HOMO-LUMO gap (spin up / spin down) ... 0.256 / 0.306 Eh

Structure (ORCA input):
```
! RIJCOSX wB97M-V def2-TZVPD def2/J DEFGRID3
* xyz 0 1
C 0.282 -0.558 0.700
N 0.367 1.600 -0.188
N 0.990 -1.564 0.111
N -0.520 0.168 -0.076
N -1.763 -0.131 -0.172
H 0.546 -0.245 1.701
H 0.766 -1.573 -0.883
H -0.287 2.333 0.094
H 0.565 1.798 -1.167
H 1.273 -2.313 0.726
H -2.217 0.485 -0.847
*
```

---

(d)
DFT (ωB97M-V with the def2-TZVPD basis set) results for one molecule with the formula CH6N4.

Output
Structure (SMILES) ... N/N=C/NN
LUMO energy ... 1.00 eV
HOMO-LUMO gap ... 0.322 Eh

Structure (ORCA input):
```
! RIJCOSX wB97M-V def2-TZVPD def2/J DEFGRID3
* xyz 0 1
N -1.646 -0.124 1.698
N -0.512 0.172 0.922
C -0.579 -0.260 -0.298
N 0.647 -0.276 -0.997
N 1.786 0.620 -0.753
H -1.693 -1.191 1.879
H -1.392 0.500 2.611
H -1.530 -0.712 -0.714
H 0.544 -0.502 -2.130
H 2.730 0.196 -1.029
H 1.646 1.577 -1.188
*
```

---

Stability verdict: (a), ahead by 6.5 kcal/mol